[1]
A cluster of 12 separate species, C4H22BO19 in total, computed with ωB97M-V/def2-TZVPD.

Positions of all 46 atoms, in Å:
O  -13.1226  6.0158  -8.7041
C  -13.8471  6.3807  -9.6869
O  -13.5224  7.1703  -10.6353
B  -14.6336  7.3937  -11.5910
O  -15.7808  6.6588  -11.0355
C  -15.3665  6.1101  -9.8632
O  -16.0962  5.2905  -9.1989
O  -14.3867  6.8251  -12.8803
C  -14.4187  7.8524  -13.7882
O  -14.2810  7.7714  -15.0044
C  -14.7696  9.1284  -13.0220
O  -14.8995  8.8446  -11.7504
O  -14.7465  10.2503  -13.5539
O  -14.0971  11.3018  -10.5125
H  -13.4428  11.9937  -10.6090
H  -13.6046  10.4885  -10.6236
O  -17.0228  2.5481  -9.4317
H  -16.5949  3.3663  -9.1795
H  -17.8695  2.8194  -9.7862
O  -14.3793  11.7977  -16.2613
H  -14.4344  11.5745  -15.3321
H  -14.6280  12.7212  -16.3014
O  -16.6180  10.8895  -10.2734
H  -15.7124  11.1133  -10.4879
H  -16.7234  9.9907  -10.5852
O  -18.3646  7.5387  -10.4234
H  -17.7539  7.1377  -11.0418
H  -18.0403  7.2766  -9.5618
O  -18.4446  6.5149  -7.6668
H  -18.9394  6.2531  -6.8904
H  -17.6578  5.9702  -7.6449
O  -10.6098  5.6023  -7.9112
H  -10.1098  6.1973  -8.4700
H  -11.5171  5.8936  -8.0018
O  -11.8598  4.3666  -11.6794
H  -11.9378  5.3146  -11.5720
H  -10.9169  4.2061  -11.7163
O  -15.4587  4.5095  -6.2841
H  -14.7997  5.0635  -5.8657
H  -15.2325  4.5282  -7.2140
O  -12.5191  8.7465  -16.7950
H  -13.2071  8.9536  -17.4274
H  -12.9843  8.3640  -16.0510
O  -13.3811  13.0766  -13.5952
H  -13.1749  13.4813  -12.7526
H  -13.7126  12.2075  -13.3694

Results
HOMO-LUMO gap, eV: 9.398
Charge: -1

Charges per atom according to Mulliken partitioning, unit e: atom 1 (O): -0.866, atom 2 (C): 0.730, atom 3 (O): -0.729, atom 4 (B): 1.070, atom 5 (O): -0.504, atom 6 (C): 0.425, atom 7 (O): -0.566, atom 8 (O): -0.518, atom 9 (C): 0.432, atom 10 (O): -0.718, atom 11 (C): 0.343, atom 12 (O): 0.115, atom 13 (O): -0.619, atom 14 (O): -0.593, atom 15 (H): 0.259, atom 16 (H): 0.262, atom 17 (O): -0.660, atom 18 (H): 0.399, atom 19 (H): 0.295, atom 20 (O): -0.592, atom 21 (H): 0.353, atom 22 (H): 0.291, atom 23 (O): -0.675, atom 24 (H): 0.452, atom 25 (H): 0.319, atom 26 (O): -0.642, atom 27 (H): 0.411, atom 28 (H): 0.338, atom 29 (O): -0.651, atom 30 (H): 0.278, atom 31 (H): 0.323, atom 32 (O): -0.641, atom 33 (H): 0.276, atom 34 (H): 0.486, atom 35 (O): -0.582, atom 36 (H): 0.288, atom 37 (H): 0.292, atom 38 (O): -0.651, atom 39 (H): 0.315, atom 40 (H): 0.322, atom 41 (O): -0.659, atom 42 (H): 0.273, atom 43 (H): 0.446, atom 44 (O): -0.596, atom 45 (H): 0.282, atom 46 (H): 0.388

[2]
An isolated molecule of C5H10, computed with ωB97M-V/def2-TZVPD.

Positions of all 15 atoms, in Å:
C  -0.0111  1.3341  -2.2756
C  -0.2360  0.2266  -1.5729
C  -0.3621  0.3275  -0.0583
C  -0.0552  -0.9924  0.6770
C  0.5128  -0.7407  2.0604
H  0.1167  2.3118  -1.8212
H  0.0156  1.3275  -3.3588
H  -0.7288  -0.5818  -2.1035
H  -1.3601  0.7094  0.1753
H  0.3573  1.0895  0.2414
H  -0.8567  -1.7262  0.6964
H  0.7003  -1.4266  0.0082
H  0.7910  -1.6315  2.6220
H  -0.2295  -0.1943  2.6558
H  1.3459  -0.0330  2.0539

Results
HOMO-LUMO gap, eV: 10.854
Charge: 0

Charges per atom according to Mulliken partitioning, unit e: atom 1 (C): -0.720, atom 2 (C): -0.249, atom 3 (C): -0.443, atom 4 (C): -0.381, atom 5 (C): -1.257, atom 6 (H): 0.244, atom 7 (H): 0.257, atom 8 (H): 0.293, atom 9 (H): 0.316, atom 10 (H): 0.288, atom 11 (H): 0.325, atom 12 (H): 0.332, atom 13 (H): 0.360, atom 14 (H): 0.300, atom 15 (H): 0.336

[3]
An isolated molecule of C4H6O, computed with ωB97M-V/def2-TZVPD.

Positions of all 11 atoms, in Å:
C  -1.3347  -0.4955  -0.0855
C  -1.5894  0.7691  -0.2049
C  0.3242  -1.0975  0.1841
C  1.4430  -0.3883  -0.4016
O  1.7540  0.8859  0.0028
H  -0.8300  1.5767  -0.2726
H  -2.5042  1.1896  -0.3004
H  0.1706  -1.0774  1.3149
H  0.1037  -2.1297  -0.1954
H  1.7204  -0.3385  -1.3870
H  1.8607  0.9601  0.9570

Results
HOMO-LUMO gap (spin up / spin down), eV: 8.817 / 7.432
Charge: 0

Charges per atom according to Mulliken partitioning, unit e: atom 1 (C): -0.092, atom 2 (C): -0.672, atom 3 (C): -0.297, atom 4 (C): -0.206, atom 5 (O): -0.449, atom 6 (H): 0.199, atom 7 (H): 0.305, atom 8 (H): 0.225, atom 9 (H): 0.285, atom 10 (H): 0.370, atom 11 (H): 0.333

[4]
A structure of composition C19H15CrN4O9, computed with ωB97M-V/def2-TZVPD.

Positions of all 48 atoms, in Å:
Cr  -0.7844  -0.4983  -0.1120
O  -2.2136  -1.8929  -3.5901
C  -1.8856  -1.6326  -2.4560
O  -1.0782  -0.6867  -2.0582
C  -2.4580  -2.4258  -1.2871
C  -3.2972  -3.5164  -1.3289
C  -3.6900  -4.0840  -0.1202
C  -3.2463  -3.5571  1.0898
C  -2.4112  -2.4638  1.0490
N  -2.0528  -1.9446  -0.1189
C  -1.8027  -1.7060  2.2209
O  -2.0960  -1.9972  3.3565
O  -0.9901  -0.7598  1.8270
H  -3.6220  -3.8961  -2.2877
H  -4.3472  -4.9442  -0.1211
H  -3.5318  -3.9644  2.0494
C  -2.8041  4.6889  -0.1615
N  -2.8205  3.2449  -0.1052
C  -3.9931  2.4604  0.2109
C  -3.4304  1.0448  0.2048
O  -4.0789  0.0497  0.3864
N  -2.0621  1.1241  -0.0484
C  -1.7614  2.4278  -0.2022
N  -0.5390  2.8812  -0.4430
H  -3.7685  5.0352  -0.5264
H  -2.0486  5.0370  -0.8644
H  -2.6189  5.1365  0.8175
H  -4.7757  2.5619  -0.5423
H  -4.4048  2.7010  1.1923
H  0.2403  2.2276  -0.4364
H  -0.3595  3.8658  -0.4882
O  0.9502  -1.5923  -0.1813
C  1.6214  -0.5317  -0.0808
O  0.9762  0.5793  -0.0261
C  3.0955  -0.5490  -0.0195
C  3.7784  -1.6748  -0.4484
C  5.1736  -1.7268  -0.4165
C  5.8198  -0.6201  0.0708
O  7.1599  -0.4280  0.2121
C  7.3259  0.8764  0.7769
O  6.0275  1.4454  0.9419
C  5.1359  0.5034  0.5066
C  3.7732  0.5803  0.4703
H  3.2113  -2.5226  -0.8099
H  5.7217  -2.5947  -0.7549
H  7.9130  1.4930  0.0977
H  7.8161  0.7917  1.7462
H  3.2326  1.4533  0.8087

Results
<S²>: 3.7714
HOMO-LUMO gap (spin up / spin down), eV: 8.614 / 8.423
Charge: 0
2S+1: 4

Charges per atom according to Mulliken partitioning, unit e: atom 1 (Cr): -0.511, atom 2 (O): -0.685, atom 3 (C): 0.336, atom 4 (O): -0.255, atom 5 (C): 0.451, atom 6 (C): -0.709, atom 7 (C): -0.287, atom 8 (C): -0.752, atom 9 (C): 0.549, atom 10 (N): 0.414, atom 11 (C): 0.346, atom 12 (O): -0.692, atom 13 (O): -0.145, atom 14 (H): 0.559, atom 15 (H): 0.446, atom 16 (H): 0.562, atom 17 (C): -1.107, atom 18 (N): 0.101, atom 19 (C): -0.483, atom 20 (C): -0.077, atom 21 (O): -0.578, atom 22 (N): 0.437, atom 23 (C): 0.523, atom 24 (N): -0.256, atom 25 (H): 0.346, atom 26 (H): 0.404, atom 27 (H): 0.313, atom 28 (H): 0.331, atom 29 (H): 0.314, atom 30 (H): 0.263, atom 31 (H): 0.192, atom 32 (O): -0.433, atom 33 (C): 1.314, atom 34 (O): -1.009, atom 35 (C): -0.050, atom 36 (C): -0.578, atom 37 (C): -0.942, atom 38 (C): 0.918, atom 39 (O): -0.492, atom 40 (C): -0.226, atom 41 (O): -0.503, atom 42 (C): 0.943, atom 43 (C): -1.134, atom 44 (H): 0.440, atom 45 (H): 0.437, atom 46 (H): 0.248, atom 47 (H): 0.256, atom 48 (H): 0.458

no.,maximum force (Eh/bohr)
1,0.108
2,0.039
3,0.067
4,0.017